{"formula": "C3H6N2O2", "method": "ωB97M-V/def2-TZVPD", "symbols": ["N", "C", "O", "C", "O", "C", "N", "H", "H", "H", "H", "H", "H"], "positions_angstrom": [[0.593, 1.945, -1.608], [1.144, 1.057, -0.846], [2.273, 0.693, -0.448], [0.197, 0.049, -0.243], [-0.062, 0.154, 1.039], [-0.579, -0.948, 1.713], [-0.981, -1.957, 1.095], [1.248, 2.582, -2.048], [-0.882, 1.241, -1.416], [0.135, -0.960, -0.653], [-1.245, 0.607, -1.002], [-0.562, -0.735, 2.781], [-1.333, -2.670, 1.728]], "atomic_forces_ev_per_a": [[0.1, 0.0, 0.1], [-0.2, -0.1, 0.0], [-0.1, 0.2, -0.1], [-0.2, 0.0, 0.0], [0.1, 0.1, -0.2], [-0.1, -0.4, -0.1], [0.1, 0.3, 0.3], [0.0, -0.1, 0.0], [0.4, 0.0, 0.2], [0.0, 0.2, 0.0], [-0.1, -0.1, 0.0], [0.0, -0.1, -0.1], [0.0, 0.0, 0.0]], "energy_ha": -377.74847, "gap_ha": 0.315, "e_homo_ev": -9.20, "e_lumo_ev": -0.6}